The following is a quantum chemistry calculation of C2H5FIN as an isolated structure, from the OMol25 dataset.

```
10
Properties=species:S:1:pos:R:3:forces:R:3
C 0.600119 0.123330 0.007887 -0.298 -2.120 -1.914
C -0.782504 -0.478346 -0.033473 -0.394 -0.267 0.111
N -0.940968 -1.916486 -0.262235 -0.231 0.380 -0.239
F 1.855122 -3.311908 -1.718585 -1.161 0.307 1.565
I 0.544844 -3.008359 0.052268 1.062 -0.378 -1.694
H 0.317336 1.145843 -0.179844 1.279 0.745 0.421
H 1.162016 -0.212450 0.898760 -0.150 0.902 -0.491
H 1.032396 -0.381652 -0.932267 0.239 1.330 1.241
H -1.230791 -0.351163 0.912736 -0.667 0.111 1.630
H -1.456523 0.171511 -0.625784 0.321 -1.011 -0.629
```
Positions in Å, forces in eV/Å.

Computed properties:
- E_tot (Ha) = -531.35360
- HOMO energy (alpha / beta) (Ha) = -0.3592 / -0.3597
- max |F| (hartree/bohr) = 0.0558
- E_LUMO (alpha / beta) (eV) = -1.825 / -1.847
- Kohn-Sham gap (alpha / beta) (eV) = 7.9498 / 7.9405
- energy above the lowest of the compared OMol25 structures with the same formula, charge and spin (kJ/mol) = 402.93



The following is a quantum chemistry calculation of one molecule with the formula C21H29N3O5S, from the OMol25 dataset.

```
59
Properties=species:S:1:pos:R:3:forces:R:3
C 0.688993 1.921283 -5.960294 0.009 0.008 -0.029
C -0.082045 1.515144 -4.969832 -0.104 0.099 0.208
C -0.229709 2.251547 -3.671967 -0.047 0.375 -0.361
N 0.086055 1.424860 -2.512048 0.089 -0.178 -0.078
C 0.845720 0.324094 -2.664490 0.197 -0.413 0.145
C 1.157044 -0.558374 -1.677104 0.055 0.063 -0.018
C 2.019580 -1.715802 -2.083984 -0.212 0.082 0.173
O 2.469914 -1.794903 -3.217037 0.150 0.009 -0.342
N 2.219666 -2.629074 -1.123156 -0.024 -0.093 0.310
C 3.075813 -3.774725 -1.295173 0.266 -0.109 -0.051
C 4.366245 -3.640593 -0.483190 -0.114 -0.498 -0.135
C 5.194506 -4.927435 -0.550860 0.096 0.341 -0.023
O 4.524484 -6.073422 -0.078962 -0.114 -0.140 -0.078
C 4.356104 -6.123515 1.316202 -0.005 0.002 -0.011
C 0.665666 -0.345612 -0.332983 -0.013 0.053 -0.241
O 0.832438 -1.113924 0.613376 -0.056 0.062 0.161
C -0.072015 0.918655 -0.168358 -0.148 0.254 -0.030
C -0.504690 1.270955 1.113565 0.033 0.021 0.082
C -1.190675 2.439545 1.320079 0.018 -0.018 0.556
S -1.811600 2.884816 2.940175 -0.192 -0.322 -0.434
O -1.806898 4.314353 3.048551 -0.234 0.097 -0.171
O -1.111881 2.114411 3.928227 -0.047 -0.154 -0.204
N -3.394874 2.387468 2.778749 1.024 0.446 0.119
C -3.608056 0.959858 2.891144 0.026 -0.601 -0.366
C -4.046477 0.362144 1.556332 0.022 0.060 0.278
C -4.417585 3.286285 3.269715 -0.113 0.528 0.312
C -4.463859 3.372305 4.792809 -0.033 -0.046 -0.265
C -1.449492 3.299551 0.261063 0.035 0.043 -0.201
C -1.027320 2.981344 -1.008834 -0.070 0.090 -0.003
C -0.342481 1.778749 -1.252632 -0.105 -0.124 0.733
H 0.743337 1.384988 -6.890958 -0.046 -0.136 -0.177
H 1.297804 2.807086 -5.881922 0.123 0.179 0.092
H -0.688360 0.624780 -5.066350 -0.044 -0.147 -0.090
H 0.410670 3.141262 -3.670887 -0.142 -0.016 -0.005
H -1.274429 2.570081 -3.585041 0.154 0.006 0.054
H 1.231294 0.127802 -3.656398 -0.011 -0.021 0.031
H 1.831447 -2.433863 -0.203085 -0.050 0.110 -0.190
H 2.543408 -4.677458 -0.980140 0.049 0.067 -0.100
H 3.307612 -3.851741 -2.360019 -0.049 -0.093 0.116
H 4.117228 -3.409653 0.554902 0.046 0.080 0.034
H 4.966250 -2.818511 -0.875592 0.015 0.064 0.034
H 6.134613 -4.786891 0.004912 -0.045 -0.051 -0.092
H 5.432903 -5.153480 -1.593416 0.078 0.071 0.058
H 3.963582 -7.113764 1.540393 0.002 0.042 0.093
H 3.647769 -5.369654 1.676221 0.012 -0.012 0.028
H 5.313087 -5.986439 1.835002 -0.021 0.000 0.010
H -0.277333 0.610864 1.936580 0.050 -0.116 0.050
H -2.667279 0.510276 3.215401 -0.208 -0.180 0.095
H -4.362262 0.750429 3.655147 0.140 0.070 0.065
H -3.287918 0.533022 0.796768 0.050 -0.002 -0.089
H -4.200052 -0.708276 1.663590 -0.050 -0.143 -0.056
H -4.976239 0.818336 1.225203 -0.114 0.020 -0.075
H -4.178962 4.269446 2.861114 -0.280 -0.013 0.008
H -5.379098 2.957136 2.865459 0.110 0.015 -0.072
H -3.496573 3.706463 5.159417 0.023 0.066 0.127
H -5.226953 4.081364 5.103489 -0.070 0.057 0.094
H -4.687248 2.403600 5.234302 -0.033 -0.068 0.091
H -1.966311 4.223330 0.464700 -0.065 0.165 -0.105
H -1.214555 3.679475 -1.807875 -0.016 0.049 -0.067
```
Positions in Å, forces in eV/Å.

Computed properties:
- E_tot (Ha) = -1756.25930
- HOMO energy (Ha) = -0.3218
- max |F| (hartree/bohr) = 0.0218
- E_LUMO (eV) = -0.074
- SMILES = C=CCn1cc(C(=O)NCCCOC)c(=O)c2cc(S(=O)(=O)N(CC)CC)ccc21
- Kohn-Sham gap (eV) = 8.6828
- energy above the lowest of the compared OMol25 structures with the same formula, charge and spin (kJ/mol) = 258.27



The following is a quantum chemistry calculation of one molecule with the formula C4H6N2O2, from the OMol25 dataset.

```
14
Properties=species:S:1:pos:R:3:forces:R:3
N 1.848869 -0.749154 0.268908 2.170 1.548 2.211
C 0.590041 -1.110974 0.006258 -2.058 1.947 0.103
C -0.509478 -0.252621 0.010410 1.311 -3.070 -1.576
C -1.759613 -0.928794 -0.076118 -4.238 -3.896 1.770
O -2.966731 -0.635661 -0.216621 3.914 0.134 -0.107
C -0.569184 1.136707 0.112811 -0.705 6.059 2.749
N 0.324079 1.977038 -0.616379 -0.926 -2.063 0.845
O -1.359722 1.641352 0.965708 2.180 -0.972 -2.503
H 2.408241 -1.575903 0.504031 0.134 0.960 -0.129
H 2.118225 0.183686 0.880003 -1.310 -3.249 -2.357
H 0.394130 -2.161423 -0.252687 0.273 0.447 0.433
H -1.565915 -2.087930 0.334345 -0.494 1.984 -1.437
H 0.728538 1.592456 -1.455059 0.056 0.252 0.033
H 0.318518 2.971220 -0.465614 -0.306 -0.080 -0.035
```
Positions in Å, forces in eV/Å.

Computed properties:
- E_tot (Ha) = -415.95906
- HOMO energy (Ha) = -0.3298
- max |F| (hartree/bohr) = 0.1301
- E_LUMO (eV) = 0.106
- SMILES = N/C=C(/C=O)C(N)=O
- Kohn-Sham gap (eV) = 9.0804
- energy above the lowest of the compared OMol25 structures with the same formula, charge and spin (kJ/mol) = 214.13